Record 1
Density functional theory data (ωB97M-V/def2-TZVPD) for a cluster of 3 separate species, C21H40O4 in total.

Calculated values
HOMO energy, eV: -10.2
HOMO-LUMO gap, eV: 9.775
Charge: 0
SMILES: CCC[C@H](C)C1=C(O)C(=O)OC1=O.CCCCCC.CCCCCC

Each line ends with the natural charge from an NBO analysis.
Atoms and positions in Å:
C (-1.504, -1.029, 0.557)  -0.395
O (1.538, 0.281, -2.251)  -0.508
H (0.197, -2.468, 4.209)  0.209
H (-0.546, 8.033, -1.928)  0.202
H (3.236, -5.307, 1.149)  0.204
C (0.664, 0.860, -3.143)  0.726
H (-2.588, -0.785, 2.408)  0.208
H (1.447, 6.600, -2.791)  0.202
H (-0.699, -0.336, 0.825)  0.204
H (-2.607, -2.468, -2.397)  0.215
O (1.365, -1.702, -1.172)  -0.507
H (1.071, -2.284, 1.896)  0.206
C (1.717, -6.296, 2.360)  -0.398
H (2.457, 5.760, -1.641)  0.203
H (0.233, -6.331, 0.807)  0.199
H (1.073, 4.188, -2.897)  0.210
C (-0.715, 0.551, -2.648)  0.237
C (0.897, 6.933, -0.740)  -0.399
H (-1.062, -2.926, 3.062)  0.195
H (1.940, -5.735, 3.271)  0.193
C (1.779, 3.319, -0.338)  -0.616
C (-0.635, -0.420, -1.728)  -0.132
C (0.605, -4.263, 1.234)  -0.398
H (-3.828, 1.139, 1.937)  0.216
C (0.601, 4.760, -2.091)  -0.405
H (2.444, 4.114, 0.001)  0.205
O (0.995, 1.432, -4.135)  -0.508
H (-2.420, 1.451, 0.921)  0.201
H (1.352, -4.185, 0.441)  0.213
H (1.933, -3.525, 2.772)  0.198
H (2.758, -6.899, 0.555)  0.201
C (-3.264, 0.769, 1.077)  -0.617
C (0.473, -5.720, 1.683)  -0.397
H (-0.394, 5.030, -2.457)  0.194
O (-1.817, 1.145, -3.149)  -0.648
C (2.947, -6.313, 1.457)  -0.610
H (3.801, -6.756, 1.970)  0.209
H (-0.379, -5.821, 2.362)  0.197
H (1.495, -7.317, 2.680)  0.200
H (-0.189, 3.011, -1.133)  0.181
H (-3.572, -1.372, 1.085)  0.198
C (-1.754, -1.059, -0.968)  -0.250
H (2.298, 2.751, -1.113)  0.210
C (0.958, -3.275, 2.344)  -0.404
H (-0.073, 4.389, -0.067)  0.198
C (0.453, 3.859, -0.865)  -0.394
H (-1.196, -2.032, 0.864)  0.220
H (-0.342, -3.960, 0.778)  0.193
C (1.420, 6.030, -1.857)  -0.397
H (-1.640, 2.087, -3.287)  0.503
C (-2.015, -2.492, -1.480)  -0.602
H (-3.914, 0.830, 0.200)  0.204
C (-2.771, -0.665, 1.335)  -0.396
C (-0.083, -3.207, 3.458)  -0.611
H (-2.574, -3.059, -0.731)  0.212
H (-0.828, 8.128, -0.190)  0.211
H (-2.640, -0.460, -1.203)  0.224
H (1.613, 2.652, 0.509)  0.209
H (-1.241, 6.660, -1.064)  0.198
H (1.583, 7.776, -0.630)  0.204
H (0.918, 6.400, 0.214)  0.193
C (-0.509, 7.466, -0.996)  -0.610
H (-1.077, -3.017, -1.679)  0.221
C (0.807, -0.752, -1.621)  0.774
H (-0.193, -4.166, 3.967)  0.202

Forces on the atoms, in the same order (eV/Å):
C -0.4 -0.3 0.0
O 0.0 -0.6 -0.6
H 0.0 0.0 0.0
H 0.0 0.0 0.0
H 0.0 0.0 0.0
C 0.0 0.1 0.1
H 0.1 0.0 -0.1
H 0.0 0.0 0.0
H 0.0 0.0 0.0
H 0.1 -0.1 0.0
O -0.3 0.4 0.2
H 0.0 0.0 0.0
C 0.0 0.0 -0.1
H 0.0 0.0 0.0
H 0.0 0.0 0.0
H 0.0 0.0 0.0
C 0.0 0.1 0.2
C 0.0 0.0 0.0
H 0.0 0.0 0.0
H 0.0 0.0 0.0
C -0.1 -0.1 0.0
C -0.4 0.3 -0.3
C 0.0 -0.1 0.0
H 0.0 0.0 -0.2
C 0.0 0.0 0.0
H 0.0 0.0 0.0
O -0.1 0.2 0.4
H -0.1 -0.1 0.0
H 0.0 0.0 0.0
H 0.0 0.0 0.0
H 0.0 0.0 0.0
C 0.0 -0.1 0.1
C 0.0 0.0 0.0
H 0.0 0.0 0.0
O 0.2 -0.1 0.3
C 0.0 0.0 0.1
H 0.0 0.0 0.0
H 0.0 0.0 0.0
H 0.0 0.0 0.0
H 0.0 0.0 0.0
H 0.1 0.0 0.0
C 0.1 -0.2 -0.2
H 0.0 0.0 0.0
C -0.1 0.0 0.0
H 0.0 0.0 0.0
C 0.1 0.0 0.0
H 0.2 0.2 0.0
H 0.0 0.0 0.0
C 0.0 0.0 0.0
H 0.1 -0.2 -0.3
C -0.1 0.1 0.1
H 0.1 0.0 0.1
C -0.1 0.2 0.1
C 0.1 0.0 0.0
H 0.0 0.0 -0.1
H 0.0 0.0 0.0
H 0.1 0.0 0.1
H 0.0 0.0 0.0
H 0.0 0.0 0.0
H 0.0 0.0 0.0
H 0.0 0.0 0.0
C 0.0 0.0 0.1
H -0.1 0.0 0.1
C 0.2 -0.1 0.1
H 0.0 0.0 0.0

=====

Record 2
Density functional theory data (ωB97M-V/def2-TZVPD) for a structure of composition C21H40P2Ti.

Calculated values
HOMO energy (alpha / beta), eV: -4.1 / -3.5
2S+1: 3
HOMO-LUMO gap (alpha / beta), eV: 4.463 / 3.906
Charge: 0
⟨S²⟩: 2.039

Each line ends with the natural charge from an NBO analysis.
Atoms and positions in Å:
C (-1.786, -2.668, -4.082)  -0.188
H (-1.004, -0.968, -2.759)  0.168
C (-3.610, 1.834, -1.683)  -0.971
H (0.971, 2.145, -0.260)  0.236
C (0.360, -0.570, 0.151)  -0.764
C (0.559, -3.282, -0.811)  -0.967
H (-5.144, -2.805, -4.196)  0.217
H (0.810, -4.072, -0.082)  0.249
H (-1.146, -3.822, 1.537)  0.234
H (-1.546, -3.567, -6.020)  0.219
P (-1.905, 1.365, -1.845)  0.848
C (-4.247, -2.321, -4.629)  -0.450
H (-3.694, 1.162, -4.792)  0.204
P (-0.558, -2.124, -0.030)  1.397
H (1.001, 2.447, 2.344)  0.210
C (-2.073, -1.558, -0.879)  -0.729
H (-0.447, 1.315, -3.904)  0.224
C (1.614, 0.368, 2.304)  -0.132
H (-0.265, -2.466, -5.532)  0.217
H (0.137, -3.751, -1.710)  0.237
H (1.147, 0.192, 4.426)  0.196
C (-3.416, 0.117, -4.957)  -0.211
C (-3.086, -2.614, -3.720)  -0.189
H (2.698, -1.518, 2.122)  0.202
H (-1.428, 0.480, -5.600)  0.208
C (1.922, 1.858, 2.455)  -0.593
H (-2.006, -2.283, 1.859)  0.249
H (-1.369, -1.245, -7.170)  0.224
C (0.684, -0.055, 3.456)  -0.590
H (3.635, -0.090, 1.627)  0.215
H (-2.966, -1.851, -6.760)  0.204
H (1.765, 2.157, -1.875)  0.162
H (-0.276, 0.470, 3.395)  0.207
H (0.292, 3.163, -1.609)  0.182
Ti (0.122, 0.262, -1.908)  0.744
H (-1.015, -2.935, -3.350)  0.208
H (-0.869, 2.973, -3.370)  0.259
H (-0.281, -2.459, 2.313)  0.253
H (2.345, 2.069, 3.444)  0.192
H (-4.122, -2.773, -5.627)  0.208
C (-1.040, -2.730, 1.575)  -0.981
H (-2.717, -0.615, -2.822)  0.286
C (0.974, 0.114, 1.002)  -0.075
H (1.500, -2.774, -1.080)  0.271
H (-2.727, -1.065, -0.133)  0.253
H (-3.426, -2.926, -2.723)  0.193
H (2.634, 2.182, 1.689)  0.217
C (2.907, -0.462, 2.362)  -0.584
H (-5.299, -0.709, -5.609)  0.226
H (-4.100, 1.197, -0.935)  0.249
C (-2.030, -1.476, -6.319)  -0.444
H (3.369, -0.428, 3.359)  0.202
H (0.496, -1.132, 3.444)  0.188
H (-5.151, -0.489, -3.875)  0.209
C (0.787, 2.219, -1.343)  -1.162
H (-4.171, 1.781, -2.624)  0.220
H (-2.556, -2.489, -1.208)  0.234
C (-1.268, 1.952, -3.486)  -0.937
C (-2.249, -0.231, -5.529)  -0.170
C (-1.351, -2.608, -5.509)  -0.448
H (-2.084, 1.967, -4.215)  0.230
H (-3.628, 2.869, -1.313)  0.254
C (-4.583, -0.805, -4.770)  -0.449
C (-1.903, -0.609, -2.098)  -0.773

Forces on the atoms, in the same order (eV/Å):
C -1.6 -1.4 0.2
H -1.1 0.1 0.0
C -1.4 0.1 -0.4
H -0.1 0.3 -0.6
C -1.1 -2.0 -1.8
C 0.1 -0.7 -0.4
H 0.4 0.2 -0.2
H -0.3 0.2 -0.2
H -0.2 0.1 0.5
H 0.1 0.2 0.3
P 1.2 -0.4 1.1
C -0.6 -0.1 -0.2
H 0.6 -0.3 0.5
P 1.0 2.6 1.1
H 0.2 -0.1 0.0
C -0.5 0.0 -0.5
H -0.4 0.3 0.3
C -0.5 -0.3 0.2
H -0.1 0.0 0.0
H 0.3 0.0 0.3
H -0.2 0.0 -0.2
C 0.1 -0.1 -1.2
C 0.6 -1.1 -0.4
H 0.0 0.3 0.1
H -0.3 0.1 0.0
C 0.1 0.3 0.1
H 0.4 -0.2 0.0
H -0.2 0.1 0.2
C 0.1 0.1 0.5
H -0.2 -0.1 0.2
H 0.4 0.3 0.2
H 0.1 0.5 0.3
H 0.1 -0.1 0.0
H 0.3 -0.1 0.0
Ti 2.3 1.3 1.6
H -0.4 0.1 -0.2
H -0.2 -0.5 0.1
H 0.0 0.0 -0.3
H 0.0 0.0 -0.1
H 0.0 0.1 0.5
C -1.1 -1.4 0.2
H 0.2 -0.7 0.4
C 1.2 0.5 0.3
H -0.4 0.2 -0.1
H 0.4 -0.3 -0.1
H 0.5 0.5 -0.3
H -0.1 0.0 0.1
C 0.2 -0.2 -0.2
H 0.2 0.1 0.3
H 0.1 0.1 -0.1
C 0.3 -0.8 -0.2
H -0.1 0.1 -0.2
H 0.1 0.2 0.0
H 0.2 0.0 -0.2
C 0.9 0.1 -0.4
H -0.1 0.0 0.2
H -0.2 0.4 0.1
C -0.6 0.5 -0.3
C -0.9 0.9 -0.4
C 0.4 0.3 -0.4
H 0.5 0.0 0.1
H 0.0 -0.3 -0.1
C -0.4 -0.6 -0.1
C -0.2 0.9 0.0

=====

Record 3
Density functional theory data (ωB97M-V/def2-TZVPD) for a cluster of 3 separate species, C21H41BO11 in total.

Calculated values
HOMO energy, eV: -9.3
HOMO-LUMO gap, eV: 8.468
Charge: 0
SMILES: CB(O)C1=C(CCCCO)C(=O)OC1=O.COCCOCCOC.COCCOCCOC

Each line ends with the Löwdin charge.
Atoms and positions in Å:
O (1.870, 1.272, -2.727)  0.183
H (-2.245, -4.355, -2.651)  0.127
H (-2.208, -0.400, -0.538)  0.109
H (0.777, -1.054, -4.071)  0.078
H (1.127, -7.822, -3.829)  0.127
O (1.911, 2.163, 5.836)  -0.194
B (-0.567, 0.522, -0.935)  -0.476
O (0.866, 5.208, -0.947)  0.166
O (-1.272, -5.482, -3.993)  -0.125
O (-1.842, 0.129, -1.250)  0.148
H (3.062, 1.780, 3.574)  0.126
C (-1.742, 3.747, -0.598)  -0.098
O (2.404, 3.808, 2.456)  -0.174
C (2.392, 0.951, 3.814)  -0.177
H (3.074, 0.458, 5.779)  0.128
C (-0.468, 3.181, -1.134)  -0.064
H (-1.544, 4.778, -0.305)  0.121
H (-3.926, 1.390, 0.726)  0.120
H (-4.959, 3.597, 1.335)  0.119
H (0.560, 2.799, 3.971)  0.128
C (1.441, 2.108, 7.162)  -0.113
C (-3.738, 2.294, 0.136)  -0.204
H (0.495, 4.019, 1.707)  0.132
O (1.694, 3.393, -1.986)  0.145
C (-2.416, 2.953, 0.539)  -0.169
C (1.213, 3.226, 1.969)  -0.205
C (-0.763, -3.125, -3.530)  -0.206
H (1.318, 0.038, 0.195)  0.066
H (2.578, 5.070, 0.820)  0.076
H (-2.624, 3.655, 1.350)  0.117
H (0.685, -2.115, -5.498)  0.090
H (1.651, -6.948, -0.330)  0.087
H (-1.721, 2.217, 0.952)  0.091
H (-2.434, 3.809, -1.447)  0.137
H (1.332, 0.204, 5.519)  0.129
H (1.285, 3.132, 7.496)  0.088
C (-4.911, 3.244, 0.300)  -0.271
C (0.581, 2.311, 2.994)  -0.169
H (-6.031, 1.735, -0.263)  0.074
O (0.644, -3.093, -3.667)  -0.195
H (-4.771, 4.113, -0.352)  0.122
O (0.996, -6.558, -2.202)  -0.195
C (-0.023, 1.938, -1.349)  0.050
H (-1.078, -2.346, -2.818)  0.116
H (-0.215, -6.596, -5.284)  0.127
H (3.483, 3.546, 0.708)  0.094
H (-0.590, -4.769, -2.161)  0.123
O (1.189, 1.031, 3.063)  -0.133
C (0.403, -7.155, -3.339)  -0.213
H (0.494, 1.560, 7.227)  0.088
C (0.698, 4.110, -1.370)  -0.400
C (-0.038, -6.099, -4.328)  -0.183
H (2.864, 0.017, 3.502)  0.129
H (4.046, 4.834, 1.798)  0.090
H (-0.466, -7.756, -3.040)  0.129
C (1.081, -2.026, -4.479)  -0.100
H (-3.680, 1.974, -0.907)  0.112
H (-0.125, -0.714, 0.849)  0.077
H (1.420, 2.644, 1.057)  0.119
C (1.276, 2.072, -2.076)  -0.387
H (1.813, -8.316, -1.453)  0.087
H (0.213, -7.883, -0.809)  0.088
H (0.572, -1.330, -0.642)  0.078
H (0.753, -5.358, -4.459)  0.124
H (2.167, 1.624, 7.826)  0.088
C (-1.217, -4.468, -3.004)  -0.185
H (-1.248, -2.931, -4.495)  0.131
H (2.167, -2.064, -4.511)  0.092
C (2.174, 0.878, 5.308)  -0.212
O (-6.160, 2.655, -0.027)  -0.061
C (3.165, 4.344, 1.390)  -0.090
H (-0.448, 2.122, 2.677)  0.110
C (0.364, -0.410, -0.084)  0.023
C (1.173, -7.478, -1.151)  -0.115

Forces on the atoms, in the same order (eV/Å):
O 0.0 0.0 0.3
H 0.0 0.0 0.0
H 0.0 -0.6 -0.2
H 0.0 0.0 0.0
H 0.0 0.0 0.0
O -0.1 0.0 -0.1
B 0.1 -0.4 0.2
O -0.2 0.3 -0.4
O 0.0 0.0 0.0
O 0.0 0.9 0.2
H 0.0 0.0 0.0
C 0.0 -0.1 -0.1
O 0.0 -0.2 -0.1
C 0.1 0.0 0.0
H 0.0 0.0 0.0
C 0.1 0.3 0.3
H 0.0 0.0 0.0
H 0.0 0.1 0.1
H 0.0 0.0 0.0
H 0.0 0.0 0.0
C 0.1 0.0 0.0
C 0.0 -0.1 -0.1
H 0.0 0.0 0.0
O 0.2 0.1 -0.3
C 0.0 0.1 0.0
C 0.0 0.1 0.0
C 0.1 0.0 0.1
H 0.0 0.0 0.0
H 0.1 0.0 0.0
H 0.1 -0.1 0.1
H 0.0 0.0 0.0
H 0.0 0.0 0.0
H 0.0 0.0 -0.1
H 0.0 0.0 0.0
H 0.0 0.0 0.0
H 0.0 0.0 0.0
C 0.0 0.0 -0.1
C 0.0 0.0 0.0
H 0.1 -0.1 0.0
O 0.0 -0.1 -0.1
H 0.0 0.1 0.1
O -0.1 0.0 0.0
C -0.2 -0.2 -0.8
H -0.1 0.1 -0.1
H 0.0 0.0 0.0
H 0.0 0.0 0.0
H 0.0 0.0 0.0
O 0.0 0.0 0.0
C 0.0 0.0 0.0
H 0.0 0.0 0.0
C 0.1 -0.5 0.4
C 0.0 0.0 0.0
H 0.0 0.0 0.0
H 0.0 0.0 0.1
H 0.0 0.0 0.0
C 0.0 0.1 0.1
H 0.0 -0.1 0.0
H 0.0 0.0 0.0
H 0.0 0.0 0.1
C -0.1 0.1 0.0
H 0.0 0.0 0.0
H 0.0 0.0 0.0
H 0.0 0.0 0.0
H 0.0 0.0 0.0
H 0.0 0.0 0.0
C 0.0 0.1 0.0
H 0.0 0.0 0.0
H 0.0 0.0 0.0
C 0.0 0.0 0.0
O -0.1 0.1 0.0
C 0.0 0.1 -0.1
H 0.0 0.0 0.1
C 0.0 0.1 0.1
C 0.1 0.0 0.0

=====

Sequential energy relative to the best compared isomer or geometry (same formula, charge and spin) output: 0.4 6.5 83.5 kcal per mole
Sequential F_max output: 0.8 3.1 0.9 eV Å⁻¹